Record 1
Below is a molecular structure, C46H74CrFN4OP2S, with properties calculated with wB97M-V/def2-TZVPD.

The value obtained for the gap between HOMO and LUMO (alpha / beta) is 0.2886 / 0.2834 Eh. Its net charge is +1. The energy above the lowest of the compared OMol25 structures with the same formula, charge and spin comes out at 0.000 eV. The spin multiplicity is 5. The value obtained for the energy is -4316.53925 hartree. As for the LUMO energy (alpha / beta): -1.9 / -2.3 eV. The calculation puts the HOMO energy (alpha / beta) at -9.73 / -10.00 eV.

Element x y z (Å)
Cr  -1.01  -0.78  -0.67
C  -1.98  -5.04  -0.36
C  -1.82  -4.38  1.01
C  -1.59  -5.43  2.09
C  -3.00  -3.48  1.34
C  -4.23  -4.06  1.64
C  -5.31  -3.27  2.00
C  -5.17  -1.89  2.04
C  -3.96  -1.27  1.73
C  -3.92  0.25  1.81
C  -2.97  0.80  2.88
C  -3.67  0.94  0.47
C  -2.87  -2.08  1.37
N  -1.61  -1.50  1.07
C  -0.70  -1.46  2.09
C  -0.86  -1.98  3.39
C  0.15  -1.86  4.33
C  1.34  -1.22  4.05
C  1.54  -0.68  2.78
C  0.52  -0.83  1.87
F  0.65  -0.30  0.56
H  -1.11  -5.66  -0.59
H  -2.08  -4.29  -1.15
H  -2.86  -5.69  -0.38
H  -0.93  -3.75  0.96
H  -2.42  -6.14  2.15
H  -1.47  -4.97  3.07
H  -0.68  -6.00  1.88
H  -4.34  -5.13  1.62
H  -6.26  -3.73  2.25
H  -6.02  -1.28  2.33
H  -4.92  0.54  2.12
H  -1.92  0.69  2.59
H  -3.11  0.29  3.83
H  -3.17  1.86  3.03
H  -2.62  0.88  0.16
H  -3.90  2.00  0.54
H  -4.30  0.52  -0.33
H  -1.79  -2.47  3.64
H  -0.01  -2.27  5.32
H  2.12  -1.12  4.79
H  2.45  -0.18  2.51
C  4.90  5.18  -3.11
C  3.39  5.08  -2.96
C  3.03  4.40  -1.64
C  3.90  3.13  -1.36
C  4.59  2.68  -2.65
C  5.53  3.77  -3.18
P  2.83  1.79  -0.64
C  2.11  2.56  0.91
C  0.69  3.11  0.68
C  -0.03  3.33  2.01
C  0.89  3.92  3.10
C  2.10  4.60  2.46
C  2.96  3.57  1.71
C  4.01  0.55  0.08
C  5.26  1.07  0.83
C  6.55  0.83  0.04
C  6.78  -0.67  -0.20
C  5.47  -1.44  -0.38
C  4.38  -0.53  -0.96
H  5.30  5.73  -2.25
H  5.16  5.75  -4.00
H  2.96  4.53  -3.80
H  2.93  6.08  -2.98
H  1.97  4.15  -1.64
H  3.17  5.11  -0.82
H  4.69  3.39  -0.65
H  3.83  2.44  -3.41
H  5.16  1.77  -2.49
H  5.82  3.53  -4.21
H  6.45  3.75  -2.59
H  1.96  1.68  1.55
H  0.09  2.42  0.08
H  0.74  4.05  0.12
H  -0.43  2.37  2.36
H  -0.89  3.98  1.85
H  1.25  3.12  3.76
H  0.35  4.62  3.72
H  2.71  5.10  3.21
H  1.76  5.37  1.77
H  3.56  3.02  2.44
H  3.66  4.10  1.07
H  3.38  0.03  0.80
H  5.35  0.56  1.79
H  5.17  2.13  1.06
H  7.40  1.26  0.55
H  6.47  1.35  -0.92
H  7.34  -1.09  0.64
H  7.42  -0.80  -1.08
H  5.12  -1.83  0.58
H  5.62  -2.31  -1.02
H  3.48  -1.10  -1.21
H  4.74  -0.10  -1.90
O  -2.45  -1.70  -1.74
S  -3.83  -1.41  -2.35
C  -3.89  -2.50  -3.81
C  -5.08  -3.45  -3.63
C  -5.16  -3.74  -2.13
C  -5.05  -2.39  -1.45
H  -2.94  -3.03  -3.77
H  -3.94  -1.89  -4.71
H  -4.93  -4.35  -4.22
H  -6.00  -2.97  -3.97
H  -4.33  -4.38  -1.82
H  -6.09  -4.24  -1.86
H  -4.75  -2.40  -0.41
H  -5.98  -1.81  -1.54
C  -0.14  0.08  -5.94
N  -1.26  0.83  -5.38
C  -0.90  2.25  -5.32
N  0.33  2.50  -4.58
C  1.41  1.70  -5.18
N  1.11  0.27  -5.22
C  1.07  -0.31  -3.88
P  -0.25  0.46  -2.83
C  -1.63  0.33  -4.06
C  0.20  2.23  -3.16
H  0.01  0.41  -6.97
H  -0.39  -0.98  -5.95
H  -1.72  2.81  -4.86
H  -0.76  2.61  -6.34
H  2.32  1.86  -4.61
H  1.56  2.05  -6.20
H  2.04  -0.16  -3.38
H  0.90  -1.39  -3.95
H  -2.51  0.87  -3.70
H  -1.89  -0.73  -4.16
H  1.16  2.40  -2.67
H  -0.54  2.90  -2.71

Record 2
Below is a molecular structure, C46H78BaGeN6O3P3, with properties calculated with wB97M-V/def2-TZVPD.

The value obtained for the gap between HOMO and LUMO (alpha / beta) is 0.2306 / 0.2160 Eh. The energy above the lowest of the compared OMol25 structures with the same formula, charge and spin comes out at 2.950 eV. The spin multiplicity is 2. The value obtained for the energy is -5480.15353 hartree. As for the LUMO energy (alpha / beta): 0.2 / -0.2 eV. The calculation puts the HOMO energy (alpha / beta) at -6.04 / -6.03 eV.

Element x y z (Å)
Ba  -0.91  0.56  0.54
C  0.42  -3.78  -3.17
C  -0.77  -4.13  -2.27
C  -0.73  -5.63  -1.97
P  -0.93  -2.98  -0.83
C  0.19  -3.71  0.50
N  1.52  -3.10  0.55
Ge  1.48  -1.09  0.66
N  2.42  -0.16  2.32
C  1.85  0.92  3.13
P  -0.02  0.93  3.48
C  -0.49  -0.81  3.95
C  -2.01  -0.88  4.12
C  0.21  -1.44  5.15
C  -0.14  1.92  5.04
C  0.93  1.65  6.10
C  -0.15  3.41  4.71
C  3.35  -0.96  2.94
C  3.74  -1.00  4.29
C  4.67  -1.92  4.73
C  5.25  -2.84  3.88
C  4.92  -2.80  2.53
C  4.02  -1.86  2.09
N  3.68  -1.69  0.69
C  3.76  -2.91  -0.09
C  4.90  -3.29  -0.75
C  4.94  -4.53  -1.38
C  3.84  -5.36  -1.28
C  2.67  -4.96  -0.63
C  2.58  -3.69  -0.06
C  4.31  -0.54  0.06
C  5.59  -0.15  0.38
C  6.18  0.89  -0.35
C  5.47  1.47  -1.38
C  4.17  1.08  -1.68
C  3.53  0.09  -0.93
N  2.22  -0.34  -1.05
C  1.55  -0.13  -2.34
P  0.03  0.98  -2.43
C  -0.68  0.56  -4.08
C  -1.85  -0.41  -3.95
C  0.30  0.07  -5.14
C  0.58  2.73  -2.58
C  1.16  3.19  -1.24
C  1.50  3.10  -3.74
C  -2.69  -3.21  -0.26
C  -2.89  -2.73  1.17
C  -3.36  -4.57  -0.44
H  0.49  -4.49  -3.99
H  1.36  -3.83  -2.61
H  0.34  -2.78  -3.60
H  -1.69  -3.92  -2.84
H  0.30  -5.94  -1.82
H  -1.12  -6.20  -2.81
H  -1.30  -5.92  -1.08
H  0.26  -4.79  0.43
H  -0.32  -3.51  1.45
H  2.00  1.87  2.60
H  2.40  1.02  4.06
H  -0.21  -1.39  3.06
H  -2.31  -0.40  5.06
H  -2.34  -1.91  4.17
H  -2.57  -0.38  3.33
H  -0.09  -0.95  6.08
H  1.30  -1.40  5.07
H  -0.07  -2.49  5.23
H  -1.12  1.65  5.45
H  1.87  2.15  5.84
H  1.15  0.60  6.27
H  0.61  2.08  7.06
H  0.79  3.71  4.25
H  -0.26  4.00  5.62
H  -0.96  3.68  4.03
H  3.31  -0.31  5.01
H  4.94  -1.93  5.79
H  5.96  -3.57  4.25
H  5.37  -3.48  1.82
H  5.75  -2.62  -0.77
H  5.83  -4.85  -1.90
H  3.87  -6.35  -1.72
H  1.84  -5.64  -0.57
H  6.11  -0.66  1.17
H  7.19  1.21  -0.12
H  5.93  2.25  -1.97
H  3.64  1.59  -2.47
H  1.14  -1.09  -2.67
H  2.31  0.13  -3.08
H  -1.10  1.53  -4.41
H  -1.50  -1.41  -3.70
H  -2.39  -0.48  -4.90
H  -2.56  -0.12  -3.18
H  0.69  -0.92  -4.90
H  1.16  0.72  -5.28
H  -0.20  -0.02  -6.11
H  -0.37  3.26  -2.73
H  2.06  2.63  -0.96
H  0.45  3.09  -0.42
H  1.43  4.24  -1.28
H  2.41  2.52  -3.77
H  1.79  4.15  -3.68
H  1.00  2.97  -4.70
H  -3.21  -2.49  -0.90
H  -2.45  -3.42  1.89
H  -3.95  -2.64  1.40
H  -2.46  -1.74  1.40
H  -2.94  -5.31  0.24
H  -3.27  -4.95  -1.46
H  -4.43  -4.49  -0.22
C  -4.28  2.70  2.59
O  -2.85  2.61  2.56
C  -2.28  2.92  1.40
C  -2.31  4.33  0.91
H  -4.60  2.35  3.57
H  -4.72  2.07  1.82
H  -4.61  3.73  2.46
H  -2.17  5.00  1.76
H  -3.26  4.57  0.44
H  -1.53  4.56  0.18
O  -3.11  0.78  0.72
O  -2.70  2.11  0.33
C  -5.52  3.47  -3.92
C  -4.65  4.35  -3.03
C  -4.42  5.69  -3.71
C  -5.34  4.56  -1.68
N  -3.30  3.74  -2.86
N  -3.28  2.34  -2.60
H  -6.45  4.00  -4.13
H  -5.78  2.52  -3.46
H  -5.03  3.27  -4.87
H  -5.37  6.22  -3.85
H  -3.95  5.55  -4.68
H  -3.77  6.33  -3.11
H  -6.35  4.96  -1.79
H  -4.77  5.26  -1.06
H  -5.42  3.62  -1.13
H  -2.87  4.17  -2.04
H  -3.63  1.86  -3.42
H  -3.88  2.09  -1.80

The highest energy belongs to which entry?
C46H74CrFN4OP2S

Which of these has the highest spin multiplicity?
C46H74CrFN4OP2S

The highest energy belongs to which entry?
C46H74CrFN4OP2S